Computed, not measured: a structure of composition C52H93FeN6O2PSb in a non-equilibrium geometry, with ωB97M-V/def2-TZVPD.

frontier orbital gap (spin up / spin down) = 6.5 / 6.5 eV
multiplicity = 5
electronic energy = -118684.5251 eV
HOMO energy (spin up / spin down) = -3.97 / -3.96 eV
net charge = -1
largest force on an atom = 1.62 eV/A

Cartesian coordinates (Å):
1 Fe 0.53 -0.23 -0.02
2 C 1.42 2.89 0.18
3 N 0.20 2.53 -0.52
4 C 0.28 2.86 -1.93
5 C -0.99 3.08 0.11
6 C -1.87 1.92 0.58
7 N -1.16 0.97 1.44
8 C -0.90 1.56 2.75
9 C 0.41 1.32 3.48
10 C 0.43 1.92 4.73
11 C 1.55 1.95 5.54
12 C 2.70 1.35 5.04
13 C 2.74 0.74 3.80
14 C 1.58 0.70 2.97
15 O 1.61 0.10 1.82
16 C 4.05 0.12 3.30
17 C 5.22 0.32 4.28
18 C 3.89 -1.39 3.07
19 C 4.44 0.78 1.98
20 C 1.48 2.66 6.89
21 C 1.17 4.15 6.64
22 C 2.79 2.58 7.67
23 C 0.37 2.04 7.74
24 C -2.03 -0.21 1.52
25 C -1.67 -1.48 2.28
26 C -3.57 -2.64 3.58
27 C -2.90 -3.95 3.86
28 C -1.87 -4.38 3.12
29 C -1.14 -3.85 1.95
30 C -1.69 -2.60 1.19
31 O -0.70 -2.14 0.31
32 C -0.62 -5.04 1.09
33 C 0.44 -5.87 1.85
34 C -1.78 -6.00 0.75
35 C 0.05 -4.62 -0.22
36 C -3.42 -4.69 5.09
37 C -2.76 -6.05 5.34
38 C -3.17 -3.85 6.36
39 C -4.93 -4.95 4.93
40 H 1.66 3.97 0.09
41 H 2.22 2.29 -0.22
42 H 1.31 2.64 1.23
43 H 0.43 3.94 -2.10
44 H -0.64 2.54 -2.43
45 H 1.11 2.30 -2.36
46 H -1.57 3.69 -0.59
47 H -0.71 3.73 0.95
48 H -2.18 1.38 -0.32
49 H -2.77 2.32 1.08
50 H -1.72 1.28 3.43
51 H -0.96 2.65 2.64
52 H -0.48 2.41 5.06
53 H 3.59 1.38 5.64
54 H 5.03 -0.18 5.23
55 H 5.41 1.38 4.46
56 H 6.12 -0.11 3.84
57 H 3.39 -1.86 3.91
58 H 4.87 -1.85 2.93
59 H 3.30 -1.56 2.18
60 H 4.63 1.84 2.13
61 H 3.64 0.65 1.26
62 H 5.35 0.31 1.59
63 H 1.92 4.58 5.99
64 H 1.15 4.70 7.58
65 H 0.20 4.27 6.16
66 H 3.59 3.08 7.13
67 H 3.07 1.55 7.86
68 H 2.67 3.08 8.63
69 H -0.59 2.08 7.23
70 H 0.27 2.57 8.69
71 H 0.59 1.00 7.95
72 H -2.15 -0.50 0.47
73 H -3.02 0.13 1.88
74 H -4.12 -2.65 2.64
75 H -1.43 -5.31 3.46
76 H 0.03 -6.36 2.72
77 H 1.27 -5.24 2.16
78 H 0.83 -6.64 1.19
79 H -2.33 -6.28 1.65
80 H -1.40 -6.91 0.28
81 H -2.48 -5.53 0.06
82 H 0.91 -3.98 -0.02
83 H -0.63 -4.06 -0.85
84 H 0.39 -5.51 -0.76
85 H -1.71 -5.95 5.57
86 H -2.88 -6.72 4.49
87 H -3.24 -6.52 6.20
88 H -2.10 -3.76 6.53
89 H -3.61 -4.35 7.22
90 H -3.59 -2.85 6.29
91 H -5.11 -5.53 4.03
92 H -5.49 -4.02 4.85
93 H -5.32 -5.50 5.78
94 C 0.37 -2.64 4.86
95 Sb 0.42 -2.35 2.63
96 C -2.51 -1.54 3.56
97 C -3.01 -2.85 0.43
98 H -0.43 -3.27 5.20
99 H 0.33 -1.67 5.37
100 H 1.32 -3.11 5.11
101 H -4.30 -2.40 4.37
102 H -3.02 -0.58 3.70
103 H -1.88 -1.68 4.44
104 H -3.55 -3.68 0.87
105 H -2.78 -3.10 -0.60
106 H -3.64 -1.96 0.43
107 N 1.82 0.15 -1.63
108 P 2.88 0.19 -2.73
109 N 4.31 1.18 -2.63
110 C 5.38 0.70 -1.77
111 C 5.96 1.80 -0.89
112 C 6.41 2.99 -1.74
113 C 5.30 3.41 -2.72
114 C 4.04 2.60 -2.49
115 N 3.61 -1.31 -3.04
116 C 2.83 -2.47 -2.68
117 C 3.74 -3.57 -2.12
118 C 4.83 -3.91 -3.15
119 C 5.59 -2.64 -3.51
120 C 4.61 -1.59 -4.04
121 N 2.36 0.81 -4.25
122 C 3.15 1.37 -5.31
123 C 3.08 0.54 -6.60
124 C 1.62 0.37 -7.01
125 C 0.85 -0.28 -5.85
126 C 0.98 0.60 -4.61
127 H 6.19 0.31 -2.41
128 H 5.02 -0.12 -1.14
129 H 6.81 1.41 -0.33
130 H 5.21 2.13 -0.17
131 H 7.31 2.71 -2.30
132 H 6.68 3.82 -1.08
133 H 5.63 3.27 -3.75
134 H 5.06 4.47 -2.59
135 H 3.27 2.87 -3.22
136 H 3.64 2.85 -1.50
137 H 2.30 -2.88 -3.56
138 H 2.10 -2.15 -1.94
139 H 3.14 -4.45 -1.89
140 H 4.21 -3.21 -1.20
141 H 4.36 -4.32 -4.05
142 H 5.51 -4.66 -2.74
143 H 6.35 -2.85 -4.27
144 H 6.09 -2.25 -2.62
145 H 4.15 -1.99 -4.96
146 H 5.13 -0.66 -4.29
147 H 4.18 1.45 -4.97
148 H 2.79 2.39 -5.55
149 H 3.52 -0.44 -6.42
150 H 3.65 1.04 -7.39
151 H 1.55 -0.25 -7.91
152 H 1.18 1.35 -7.23
153 H 1.28 -1.26 -5.64
154 H -0.20 -0.40 -6.11
155 H 0.50 0.14 -3.74
156 H 0.49 1.57 -4.81